The following is a DFT calculation (the ωB97M-V functional and the def2-TZVPD basis) of a molecular structure, C14H25N5O2SSe2Zr.

XYZ file:
```
50
Properties=species:S:1:pos:R:3:lowdin_charge:R:1
Zr 0.000 -0.416 0.022 1.19
O 0.917 -1.838 1.507 -0.27
C 0.142 -2.917 2.135 -0.15
C -1.276 -2.438 2.432 -0.56
C -1.856 -3.443 3.448 -0.21
O -3.212 -3.111 3.629 -0.03
C -1.257 -1.068 3.141 -0.47
Se -1.007 0.619 2.120 0.64
C -2.204 -2.443 1.201 -0.45
Se -1.405 -2.417 -0.642 0.65
H 1.650 -1.563 2.069 0.13
H 0.668 -3.184 3.051 0.15
H 0.165 -3.750 1.433 0.13
H -1.295 -3.376 4.387 0.14
H -1.743 -4.461 3.054 0.15
H -3.620 -3.716 4.258 0.12
H -0.500 -1.070 3.926 0.08
H -2.227 -0.923 3.612 0.07
H -2.897 -1.608 1.250 0.06
H -2.809 -3.346 1.168 0.07
C -0.870 5.157 0.527 -0.08
C -0.085 4.408 -0.549 -0.22
C -0.761 3.140 -0.952 -0.56
N -0.244 1.962 -0.869 -0.08
N -1.111 0.957 -1.271 -0.22
C -2.289 1.404 -1.672 -0.65
N -3.271 0.604 -2.059 0.17
S -2.385 3.127 -1.591 1.21
H -0.320 6.045 0.834 0.09
H -1.028 4.534 1.407 0.08
H -1.842 5.488 0.160 0.08
H 0.909 4.137 -0.190 0.12
H 0.049 5.033 -1.435 0.13
H -3.105 -0.394 -2.061 0.08
H -4.152 0.957 -2.392 0.13
C 4.708 1.934 -2.159 0.01
C 3.866 0.807 -1.681 -0.25
C 4.072 -0.566 -1.754 0.06
C 2.954 -1.165 -1.193 -0.30
N 2.089 -0.209 -0.773 -0.11
N 2.682 0.978 -1.089 0.05
C 2.695 -2.623 -1.030 -0.01
H 5.744 1.613 -2.224 0.10
H 4.653 2.789 -1.487 0.09
H 4.389 2.250 -3.153 0.10
H 4.931 -1.062 -2.172 0.14
H 2.166 1.832 -0.939 0.14
H 3.242 -3.173 -1.792 0.10
H 1.638 -2.876 -1.126 0.04
H 3.040 -2.972 -0.056 0.10
```

For the largest force on an atom, the calculation gives 0.007 hartree/bohr. The value obtained for the orbital gap is 0.296 hartree. For the relative energy (zero: lowest compared OMol25 entry of this formula, charge and spin), the calculation gives 5.1 kJ/mol. As for the net charge: +2. As for the HOMO energy: -14.54 eV.

The following is a DFT calculation (the ωB97M-V functional and the def2-TZVPD basis) of 2 unconnected molecules or ions with the total composition ClH3NPS at a distorted geometry.

XYZ file:
```
7
Properties=species:S:1:pos:R:3:lowdin_spin:R:1
N 1.540 -0.002 -2.127 0.81
P 0.197 0.780 -2.124 0.91
S -1.579 0.370 1.260 0.04
Cl -0.810 -0.197 -3.614 0.20
H -2.365 0.611 0.150 0.00
H 2.119 0.432 -1.414 0.01
H -0.525 0.672 0.464 0.02
```

For the largest force on an atom, the calculation gives 0.062 hartree/bohr. The value obtained for the orbital gap (alpha / beta) is 0.288 / 0.224 hartree. Its expectation value of S² is 2.0134. The multiplicity is 3. For the relative energy (zero: lowest compared OMol25 entry of this formula, charge and spin), the calculation gives 0.0 kJ/mol. As for the HOMO energy (alpha / beta): -7.33 / -9.82 eV.

The following is a DFT calculation (the ωB97M-V functional and the def2-TZVPD basis) of 6 unconnected molecules or ions with the total composition C12H28O10 at a distorted geometry.

XYZ file:
```
50
Properties=species:S:1:pos:R:3:lowdin_charge:R:1
C 9.859 5.468 27.034 -0.14
C 10.549 6.771 26.879 -0.11
O 9.433 7.453 26.284 0.02
C 8.251 6.827 26.588 -0.53
O 7.176 7.350 26.253 0.10
O 8.456 5.683 27.233 0.10
H 10.248 5.088 27.978 0.14
H 10.001 4.901 26.114 0.14
H 11.278 6.668 26.075 0.14
H 10.797 7.300 27.799 0.14
C 5.722 9.185 29.811 -0.13
C 4.383 8.488 29.659 -0.12
O 4.726 7.191 29.975 0.08
C 5.862 7.099 30.606 -0.56
O 6.214 6.015 31.009 0.13
O 6.491 8.330 30.652 0.06
H 5.709 10.213 30.174 0.13
H 6.265 9.350 28.881 0.12
H 3.994 8.454 28.641 0.14
H 3.707 8.965 30.369 0.13
O 9.342 3.298 31.724 -0.06
H 8.600 2.694 31.708 0.03
H 8.956 4.147 31.940 0.02
C 6.137 15.160 29.566 -0.12
C 4.734 14.805 29.128 -0.31
O 4.202 13.942 30.137 -0.08
H 6.163 15.737 30.490 0.07
H 6.530 15.856 28.824 0.07
H 6.847 14.342 29.687 0.07
H 4.925 14.409 28.130 0.11
H 4.220 15.749 28.944 0.11
H 3.754 14.363 30.874 0.08
C 8.702 12.727 26.466 -0.09
C 9.404 12.528 25.086 -0.28
O 8.769 11.418 24.379 -0.09
H 7.658 13.039 26.436 0.06
H 9.251 13.492 27.014 0.06
H 8.772 11.797 27.031 0.06
H 10.472 12.334 25.184 0.10
H 9.457 13.450 24.506 0.10
H 9.087 10.617 24.802 0.07
C 3.246 1.944 29.647 -0.10
C 2.940 2.685 28.376 -0.33
O 2.373 1.780 27.421 -0.07
H 3.408 0.873 29.526 0.08
H 2.282 1.939 30.156 0.07
H 3.984 2.293 30.369 0.08
H 3.952 2.943 28.065 0.10
H 2.426 3.626 28.574 0.11
H 2.251 2.310 26.630 0.08
```

For the largest force on an atom, the calculation gives 0.090 hartree/bohr. The value obtained for the orbital gap is 0.381 hartree. As for the SMILES: O=C1OCCO1.O=C1OCCO1.CCO.CCO.CCO.O. As for the HOMO energy: -9.98 eV.

Repeat the first record exactly.
The following is a DFT calculation (the ωB97M-V functional and the def2-TZVPD basis) of a molecular structure, C14H25N5O2SSe2Zr.

XYZ file:
```
50
Properties=species:S:1:pos:R:3:lowdin_charge:R:1
Zr 0.000 -0.416 0.022 1.19
O 0.917 -1.838 1.507 -0.27
C 0.142 -2.917 2.135 -0.15
C -1.276 -2.438 2.432 -0.56
C -1.856 -3.443 3.448 -0.21
O -3.212 -3.111 3.629 -0.03
C -1.257 -1.068 3.141 -0.47
Se -1.007 0.619 2.120 0.64
C -2.204 -2.443 1.201 -0.45
Se -1.405 -2.417 -0.642 0.65
H 1.650 -1.563 2.069 0.13
H 0.668 -3.184 3.051 0.15
H 0.165 -3.750 1.433 0.13
H -1.295 -3.376 4.387 0.14
H -1.743 -4.461 3.054 0.15
H -3.620 -3.716 4.258 0.12
H -0.500 -1.070 3.926 0.08
H -2.227 -0.923 3.612 0.07
H -2.897 -1.608 1.250 0.06
H -2.809 -3.346 1.168 0.07
C -0.870 5.157 0.527 -0.08
C -0.085 4.408 -0.549 -0.22
C -0.761 3.140 -0.952 -0.56
N -0.244 1.962 -0.869 -0.08
N -1.111 0.957 -1.271 -0.22
C -2.289 1.404 -1.672 -0.65
N -3.271 0.604 -2.059 0.17
S -2.385 3.127 -1.591 1.21
H -0.320 6.045 0.834 0.09
H -1.028 4.534 1.407 0.08
H -1.842 5.488 0.160 0.08
H 0.909 4.137 -0.190 0.12
H 0.049 5.033 -1.435 0.13
H -3.105 -0.394 -2.061 0.08
H -4.152 0.957 -2.392 0.13
C 4.708 1.934 -2.159 0.01
C 3.866 0.807 -1.681 -0.25
C 4.072 -0.566 -1.754 0.06
C 2.954 -1.165 -1.193 -0.30
N 2.089 -0.209 -0.773 -0.11
N 2.682 0.978 -1.089 0.05
C 2.695 -2.623 -1.030 -0.01
H 5.744 1.613 -2.224 0.10
H 4.653 2.789 -1.487 0.09
H 4.389 2.250 -3.153 0.10
H 4.931 -1.062 -2.172 0.14
H 2.166 1.832 -0.939 0.14
H 3.242 -3.173 -1.792 0.10
H 1.638 -2.876 -1.126 0.04
H 3.040 -2.972 -0.056 0.10
```

For the largest force on an atom, the calculation gives 0.007 hartree/bohr. The value obtained for the orbital gap is 0.296 hartree. For the relative energy (zero: lowest compared OMol25 entry of this formula, charge and spin), the calculation gives 5.1 kJ/mol. As for the net charge: +2. As for the HOMO energy: -14.54 eV.

> Number 2 is which compound?

ClH3NPS